Entry 1:
This record from OMol25 describes a structure of composition C19H23ClF24InO3. The level of theory is ωB97M-V/def2-TZVPD.

Calculated values
Total charge: -1
LUMO energy (eV): 1.69
HOMO-LUMO gap (eV): 6.244
2S+1: 1
HOMO (eV): -4.55
Electronic energy (eV): -109134.386
Largest force on an atom (eV Å⁻¹): 0.426

Geometry (Å):
C: 1.122 5.802 0.600
C: -0.143 5.878 -0.263
C: -1.332 6.572 0.390
Cl: -1.275 8.363 0.005
In: -3.279 5.564 -0.101
C: -3.209 3.754 1.190
H: 1.812 5.030 0.251
H: 1.664 6.750 0.615
H: 0.855 5.560 1.631
H: -0.439 4.862 -0.546
H: 0.093 6.387 -1.200
H: -1.179 6.568 1.474
H: -4.678 6.588 0.226
H: -3.171 5.052 -1.801
H: -3.200 4.029 2.250
H: -4.068 3.100 1.012
H: -2.296 3.188 0.978
C: 0.171 2.987 5.328
C: 0.369 3.001 3.810
C: 0.587 1.660 3.096
F: 1.703 1.040 3.527
F: 0.734 1.918 1.774
F: 1.333 3.866 3.460
F: -0.813 3.450 3.300
O: 1.335 3.271 6.092
C: 2.149 2.304 6.581
C: 3.612 2.530 6.156
F: 3.717 2.521 4.818
F: 4.371 1.525 6.650
F: 1.739 1.065 6.267
F: 2.138 2.386 7.942
H: -0.507 3.816 5.525
H: -0.309 2.060 5.639
H: -0.276 1.006 3.235
H: 3.969 3.482 6.550
C: -0.933 -0.309 -1.629
C: -0.152 -0.967 -0.479
C: 1.264 -0.458 -0.189
F: 2.066 -0.682 -1.250
F: 1.763 -1.141 0.864
F: -0.122 -2.310 -0.643
F: -0.864 -0.702 0.659
O: -0.924 -1.050 -2.842
C: -0.040 -0.792 -3.843
C: 0.724 -2.067 -4.240
F: 1.378 -2.563 -3.169
F: 1.636 -1.760 -5.188
F: 0.800 0.205 -3.551
F: -0.737 -0.410 -4.947
H: -1.971 -0.319 -1.302
H: -0.624 0.726 -1.769
H: 1.242 0.606 0.048
H: 0.031 -2.813 -4.628
C: 0.167 -6.687 -4.536
C: 0.896 -7.661 -3.603
C: 0.071 -8.803 -2.993
F: -0.907 -8.314 -2.207
F: 0.876 -9.573 -2.232
F: 1.555 -7.003 -2.641
F: 1.819 -8.296 -4.400
O: -0.265 -5.483 -3.930
C: -1.520 -5.325 -3.424
C: -1.477 -4.847 -1.963
F: -0.823 -5.747 -1.207
F: -2.747 -4.749 -1.514
F: -2.275 -6.424 -3.569
F: -2.132 -4.335 -4.134
H: 0.918 -6.386 -5.265
H: -0.640 -7.201 -5.057
H: -0.370 -9.420 -3.780
H: -0.985 -3.876 -1.907

=====

Entry 2:
This record from OMol25 describes an isolated molecule of C19H23ClN2O4. The level of theory is ωB97M-V/def2-TZVPD.

Calculated values
Energy above the lowest of the compared OMol25 structures with the same formula, charge and spin (kJ/mol): 323.0
LUMO energy (eV): 0.66
HOMO-LUMO gap (eV): 9.390
2S+1: 1
Structure (SMILES): COc1cc(Cl)ccc1OCc1cc(C(=O)N2CCCCCCC2)no1
HOMO (eV): -8.73
Electronic energy (eV): -43767.254
Largest force on an atom (eV Å⁻¹): 1.122

Geometry (Å):
C: 3.037 -0.299 -0.420
O: 3.005 1.051 -0.025
C: 3.250 1.359 1.271
C: 3.565 0.433 2.257
C: 3.794 0.861 3.556
Cl: 4.184 -0.313 4.759
C: 3.717 2.197 3.903
C: 3.398 3.120 2.921
C: 3.168 2.723 1.616
O: 2.883 3.659 0.641
C: 1.508 3.988 0.513
C: 0.688 2.791 0.165
C: 0.190 1.781 0.939
C: -0.366 0.875 -0.001
C: -1.065 -0.373 0.406
O: -1.551 -0.420 1.527
N: -1.115 -1.427 -0.437
C: -0.561 -1.477 -1.768
C: -1.631 -1.613 -2.864
C: -2.871 -0.762 -2.565
C: -4.135 -1.584 -2.297
C: -3.991 -2.773 -1.342
C: -3.348 -2.473 0.014
C: -1.819 -2.598 0.055
N: -0.214 1.345 -1.217
O: 0.433 2.522 -1.123
H: 2.287 -0.890 0.117
H: 2.801 -0.297 -1.483
H: 4.028 -0.738 -0.269
H: 3.633 -0.619 2.034
H: 3.900 2.511 4.917
H: 3.334 4.170 3.162
H: 1.131 4.427 1.448
H: 1.463 4.722 -0.293
H: 0.207 1.671 2.002
H: -0.007 -0.556 -1.938
H: 0.131 -2.328 -1.826
H: -1.919 -2.658 -2.975
H: -1.174 -1.306 -3.804
H: -2.666 -0.121 -1.708
H: -3.078 -0.099 -3.406
H: -4.896 -0.908 -1.900
H: -4.512 -1.974 -3.247
H: -3.436 -3.580 -1.826
H: -4.999 -3.156 -1.165
H: -3.629 -1.478 0.358
H: -3.739 -3.188 0.741
H: -1.490 -3.464 -0.523
H: -1.523 -2.733 1.100

=====

Entry 3:
This record from OMol25 describes an isolated molecule of C19H23FN2O4. The level of theory is ωB97M-V/def2-TZVPD.

Calculated values
Energy above the lowest of the compared OMol25 structures with the same formula, charge and spin (kJ/mol): 70.2
LUMO energy (eV): 0.48
HOMO-LUMO gap (eV): 9.436
2S+1: 1
Structure (SMILES): O=C(COC(=O)CNC(=O)c1ccccc1F)NCCC1=CCCCC1
HOMO (eV): -8.96
Electronic energy (eV): -33965.260
Largest force on an atom (eV Å⁻¹): 0.726

Geometry (Å):
O: -4.521 2.806 -0.525
C: -3.506 2.590 0.099
C: -3.523 2.433 1.635
O: -3.429 1.059 2.022
C: -2.225 0.506 2.054
O: -1.202 1.079 1.764
C: -2.280 -0.955 2.468
N: -1.176 -1.674 1.892
C: -0.084 -1.986 2.636
O: -0.060 -1.853 3.842
C: 1.096 -2.501 1.877
C: 2.346 -2.337 2.472
C: 3.504 -2.752 1.843
C: 3.436 -3.359 0.599
C: 2.207 -3.556 -0.006
C: 1.060 -3.126 0.634
F: -0.120 -3.346 0.005
N: -2.284 2.476 -0.446
C: -2.069 2.530 -1.874
C: -1.506 1.215 -2.439
C: -0.032 1.042 -2.165
C: 0.879 1.644 -2.919
C: 2.358 1.518 -2.725
C: 2.705 0.335 -1.826
C: 1.804 0.352 -0.598
C: 0.352 0.148 -1.018
H: -4.487 2.776 2.011
H: -2.702 3.000 2.085
H: -2.167 -1.017 3.557
H: -3.240 -1.387 2.176
H: -1.127 -1.703 0.887
H: 2.376 -1.868 3.444
H: 4.459 -2.603 2.321
H: 4.335 -3.685 0.100
H: 2.122 -4.037 -0.968
H: -1.488 2.278 0.145
H: -1.381 3.349 -2.105
H: -3.042 2.743 -2.322
H: -1.671 1.228 -3.518
H: -2.071 0.381 -2.021
H: 0.565 2.283 -3.735
H: 2.738 2.445 -2.281
H: 2.844 1.409 -3.699
H: 2.550 -0.598 -2.372
H: 3.755 0.382 -1.531
H: 1.900 1.315 -0.093
H: 2.103 -0.426 0.108
H: 0.196 -0.893 -1.325
H: -0.298 0.342 -0.164

=====

Entry 4:
This record from OMol25 describes a structure of composition C19H23I2N5OPPdS3Sb. The level of theory is ωB97M-V/def2-TZVPD.

Calculated values
Energy above the lowest of the compared OMol25 structures with the same formula, charge and spin (kJ/mol): 84.9
Total charge: +1
LUMO energy (alpha / beta) (eV): -5.54 / -6.03
HOMO-LUMO gap (alpha / beta) (eV): 4.086 / 3.707
2S+1: 2
HOMO (alpha / beta) (eV): -9.63 / -9.74
Electronic energy (eV): -97581.389
Expectation value of S²: 0.79
Largest force on an atom (eV Å⁻¹): 2.929

Geometry (Å):
Pd: 0.083 0.772 -0.596
I: -1.703 -5.967 -3.104
C: -0.830 -4.469 -1.991
C: 0.552 -4.266 -2.072
C: 1.130 -3.251 -1.356
I: 3.145 -2.843 -1.494
C: 0.335 -2.402 -0.487
O: 0.848 -1.484 0.184
C: -1.106 -2.608 -0.488
C: -1.966 -1.637 0.273
N: -1.921 -0.285 -0.327
C: -2.516 -0.224 -1.676
C: -1.510 -0.601 -2.734
C: -1.848 -1.299 -3.879
C: -0.857 -1.586 -4.805
C: 0.443 -1.170 -4.560
C: 0.704 -0.468 -3.399
N: -0.255 -0.193 -2.509
C: -1.647 -3.633 -1.205
H: 1.153 -4.902 -2.708
H: -2.995 -2.007 0.278
H: -1.625 -1.550 1.305
H: -2.421 0.363 0.273
H: -3.401 -0.862 -1.750
H: -2.820 0.810 -1.852
H: -2.870 -1.617 -4.036
H: -1.097 -2.133 -5.708
H: 1.243 -1.373 -5.257
H: 1.692 -0.095 -3.160
H: -2.717 -3.798 -1.197
S: 0.016 2.575 -4.248
Sb: 0.609 3.660 -2.212
S: -1.225 2.942 -0.836
S: 1.991 1.915 -1.186
C: 1.222 0.846 4.323
N: 2.339 1.299 3.497
C: 2.454 2.752 3.607
N: 1.220 3.458 3.262
C: 0.133 2.954 4.100
N: -0.050 1.504 4.009
C: -0.544 1.114 2.692
P: 0.665 1.600 1.393
C: 2.198 0.873 2.107
C: 0.909 3.371 1.838
H: 1.462 1.063 5.364
H: 1.106 -0.233 4.210
H: 3.261 3.101 2.962
H: 2.704 2.996 4.640
H: -0.797 3.454 3.824
H: 0.364 3.200 5.137
H: -1.503 1.601 2.494
H: -0.684 0.031 2.652
H: 3.053 1.211 1.519
H: 2.145 -0.212 2.038
H: 0.003 3.930 1.609
H: 1.729 3.775 1.244

=====

Entry 5:
This record from OMol25 describes an isolated molecule of C19H23N3O4S2. The level of theory is ωB97M-V/def2-TZVPD.

Calculated values
Energy above the lowest of the compared OMol25 structures with the same formula, charge and spin (kJ/mol): 145.0
LUMO energy (eV): 0.59
HOMO-LUMO gap (eV): 8.761
2S+1: 1
Structure (SMILES): COc1ccc(S(=O)(=O)N2CCC[C@H]2C(=O)Nc2nc3c(s2)CCCC3)cc1
HOMO (eV): -8.17
Electronic energy (eV): -54407.477
Largest force on an atom (eV Å⁻¹): 1.072

Geometry (Å):
C: 1.187 3.816 -4.626
O: 0.272 3.246 -3.718
C: 0.739 2.436 -2.739
C: 2.079 2.101 -2.553
C: 2.438 1.254 -1.518
C: 1.473 0.747 -0.672
S: 1.950 -0.395 0.619
O: 3.339 -0.202 0.916
O: 1.000 -0.299 1.688
N: 1.807 -1.925 -0.021
C: 2.792 -2.324 -1.005
C: 2.077 -2.190 -2.349
C: 0.654 -2.642 -2.007
C: 0.492 -2.333 -0.507
C: 0.166 -3.583 0.308
O: 0.513 -4.696 -0.012
N: -0.449 -3.366 1.508
C: -1.011 -2.214 2.009
N: -1.687 -1.348 1.341
C: -2.126 -0.334 2.136
C: -1.793 -0.433 3.450
S: -0.864 -1.870 3.722
C: -2.137 0.556 4.506
C: -3.251 1.475 3.999
C: -2.944 1.954 2.581
C: -2.972 0.779 1.606
C: 0.141 1.085 -0.835
C: -0.227 1.923 -1.865
H: 1.913 4.456 -4.116
H: 1.715 3.048 -5.200
H: 0.588 4.421 -5.304
H: 2.846 2.492 -3.202
H: 3.471 0.992 -1.347
H: 3.059 -3.369 -0.818
H: 3.676 -1.700 -0.889
H: 2.081 -1.149 -2.679
H: 2.533 -2.806 -3.120
H: 0.559 -3.719 -2.148
H: -0.101 -2.135 -2.603
H: -0.240 -1.556 -0.300
H: -0.429 -4.160 2.140
H: -1.246 1.146 4.744
H: -2.446 0.045 5.421
H: -4.198 0.931 3.996
H: -3.354 2.328 4.672
H: -1.954 2.413 2.564
H: -3.674 2.705 2.273
H: -3.997 0.414 1.486
H: -2.620 1.083 0.619
H: -0.583 0.697 -0.137
H: -1.256 2.205 -2.020

=====

Entry 6:
This record from OMol25 describes an isolated molecule of C19H23N3OS. The level of theory is ωB97M-V/def2-TZVPD.

Calculated values
Energy above the lowest of the compared OMol25 structures with the same formula, charge and spin (kJ/mol): 0.0
LUMO energy (eV): 0.71
HOMO-LUMO gap (eV): 8.510
2S+1: 1
Structure (SMILES): CSc1ccc(NC(=O)NCCN2CCc3ccccc3C2)cc1
HOMO (eV): -7.80
Electronic energy (eV): -37430.474
Largest force on an atom (eV Å⁻¹): 0.628

Geometry (Å):
C: -3.377 -4.078 2.505
S: -3.761 -2.413 1.892
C: -2.187 -1.610 1.822
C: -0.976 -2.245 2.050
C: 0.209 -1.535 1.961
C: 0.207 -0.184 1.624
N: 1.389 0.553 1.523
C: 2.510 0.273 0.767
O: 3.382 1.109 0.645
N: 2.583 -0.983 0.232
C: 3.388 -1.176 -0.954
C: 2.486 -1.201 -2.202
N: 1.439 -0.209 -2.083
C: 0.227 -0.556 -2.809
C: -0.678 0.656 -3.085
C: -0.502 1.737 -2.064
C: -1.551 2.457 -1.518
C: -1.294 3.479 -0.618
C: 0.010 3.776 -0.256
C: 1.063 3.051 -0.792
C: 0.808 2.041 -1.703
C: 1.871 1.164 -2.293
C: -1.019 0.455 1.424
C: -2.197 -0.249 1.519
H: -4.336 -4.571 2.629
H: -2.870 -4.010 3.463
H: -2.777 -4.617 1.777
H: -0.934 -3.291 2.309
H: 1.141 -2.032 2.189
H: 1.302 1.543 1.712
H: 1.707 -1.486 0.206
H: 3.937 -2.119 -0.877
H: 4.107 -0.355 -0.990
H: 2.003 -2.181 -2.260
H: 3.101 -1.071 -3.109
H: -0.318 -1.283 -2.194
H: 0.461 -1.042 -3.773
H: -0.417 1.077 -4.062
H: -1.718 0.331 -3.135
H: -2.569 2.221 -1.795
H: -2.113 4.042 -0.195
H: 0.206 4.570 0.450
H: 2.081 3.262 -0.498
H: 2.819 1.325 -1.780
H: 2.016 1.394 -3.366
H: -1.036 1.507 1.184
H: -3.143 0.245 1.356

=====

Entry 7:
This record from OMol25 describes a structure of composition C19H23N5NiO2PS3. The level of theory is ωB97M-V/def2-TZVPD.

Calculated values
Energy above the lowest of the compared OMol25 structures with the same formula, charge and spin (kJ/mol): 77.1
LUMO energy (alpha / beta) (eV): -0.24 / -0.25
HOMO-LUMO gap (alpha / beta) (eV): 6.940 / 6.207
2S+1: 2
HOMO (alpha / beta) (eV): -7.18 / -6.45
Electronic energy (eV): -114462.246
Expectation value of S²: 0.79
Largest force on an atom (eV Å⁻¹): 0.700

Geometry (Å):
Ni: 0.140 -0.279 -0.303
C: -4.142 -4.113 1.012
C: -2.782 -4.146 1.668
O: -2.329 -2.811 1.963
P: -1.138 -2.162 1.098
S: -0.643 -0.461 1.975
S: -1.543 -2.086 -0.838
O: 0.047 -3.258 1.242
C: 0.705 -3.428 2.514
C: 2.120 -2.903 2.437
H: -4.521 -5.131 0.905
H: -4.077 -3.665 0.020
H: -4.845 -3.541 1.620
H: -2.049 -4.655 1.039
H: -2.822 -4.664 2.628
H: 0.687 -4.500 2.723
H: 0.139 -2.917 3.295
H: 2.694 -3.446 1.684
H: 2.618 -3.029 3.400
H: 2.116 -1.846 2.177
C: -2.001 2.574 -2.807
C: -1.196 1.575 -2.298
N: -1.193 1.239 -1.004
C: -2.010 1.879 -0.183
C: -2.872 2.890 -0.596
C: -2.842 3.253 -1.935
C: -3.735 3.609 0.355
C: -4.469 3.124 1.363
C: -4.696 1.714 1.731
C: -5.246 1.393 2.968
C: -5.453 0.050 3.236
N: -5.142 -0.909 2.369
C: -4.622 -0.499 1.217
N: -4.398 0.755 0.849
H: -1.964 2.820 -3.858
H: -0.515 1.023 -2.933
H: -1.960 1.576 0.853
H: -3.480 4.052 -2.294
H: -3.770 4.684 0.203
H: -4.990 3.842 1.986
H: -5.501 2.158 3.688
H: -5.883 -0.269 4.179
H: -4.344 -1.264 0.501
S: 2.107 1.054 -0.971
C: 1.950 -0.460 -1.663
N: 2.102 -0.667 -3.022
C: 2.087 -1.899 -3.585
C: 1.923 -2.996 -2.810
C: 1.725 -2.762 -1.423
N: 1.780 -1.581 -0.883
H: 2.234 0.159 -3.584
H: 2.219 -1.933 -4.657
H: 1.900 -3.987 -3.231
H: 1.470 -3.575 -0.753

=====

Entry 8:
This record from OMol25 describes an isolated molecule of C19H23N5O. The level of theory is ωB97M-V/def2-TZVPD.

Calculated values
Energy above the lowest of the compared OMol25 structures with the same formula, charge and spin (kJ/mol): 161.9
LUMO energy (eV): 0.69
HOMO-LUMO gap (eV): 8.077
2S+1: 1
Structure (SMILES): Cc1cc(NCCN2CCOCC2)n2ncc(-c3ccccc3)c2n1
HOMO (eV): -7.39
Electronic energy (eV): -29574.143
Largest force on an atom (eV Å⁻¹): 0.955

Geometry (Å):
C: -0.057 -3.259 3.304
C: -0.260 -2.128 2.347
C: 0.382 -0.894 2.572
C: 0.180 0.143 1.683
N: 0.660 1.402 1.766
C: 1.906 1.736 2.416
C: 2.506 2.961 1.706
N: 2.245 2.880 0.283
C: 2.321 4.147 -0.420
C: 1.788 3.940 -1.840
O: 2.530 2.962 -2.528
C: 2.486 1.737 -1.834
C: 3.043 1.886 -0.417
N: -0.633 -0.121 0.626
N: -0.917 0.731 -0.363
C: -1.716 0.059 -1.177
C: -1.971 -1.251 -0.742
C: -2.793 -2.266 -1.374
C: -3.464 -2.010 -2.571
C: -4.241 -2.987 -3.163
C: -4.365 -4.235 -2.575
C: -3.704 -4.498 -1.387
C: -2.925 -3.527 -0.790
C: -1.241 -1.356 0.453
N: -1.048 -2.348 1.321
H: 0.999 -3.514 3.370
H: -0.399 -2.977 4.298
H: -0.616 -4.126 2.965
H: 1.011 -0.755 3.435
H: 0.493 1.952 0.924
H: 1.734 1.971 3.472
H: 2.599 0.886 2.371
H: 2.009 3.861 2.075
H: 3.579 3.038 1.946
H: 1.702 4.882 0.098
H: 3.357 4.525 -0.470
H: 1.874 4.858 -2.422
H: 0.732 3.634 -1.782
H: 3.084 1.032 -2.414
H: 1.447 1.378 -1.772
H: 2.972 0.927 0.097
H: 4.104 2.185 -0.467
H: -2.080 0.548 -2.059
H: -3.378 -1.043 -3.042
H: -4.755 -2.773 -4.090
H: -4.974 -4.996 -3.041
H: -3.797 -5.470 -0.923
H: -2.408 -3.726 0.135

=====

Entry 9:
This record from OMol25 describes a structure of composition C19H23N5O4PdS2. The level of theory is ωB97M-V/def2-TZVPD.

Calculated values
Energy above the lowest of the compared OMol25 structures with the same formula, charge and spin (kJ/mol): 41.3
Total charge: +2
LUMO energy (alpha / beta) (eV): -5.57 / -8.73
HOMO-LUMO gap (alpha / beta) (eV): 8.566 / 5.906
2S+1: 5
HOMO (alpha / beta) (eV): -14.14 / -14.63
Electronic energy (eV): -60848.322
Expectation value of S²: 6.09
Largest force on an atom (eV Å⁻¹): 0.790

Geometry (Å):
Pd: 0.338 -0.372 1.230
O: 1.612 1.086 2.188
N: 2.179 0.808 3.316
C: 2.968 1.757 3.872
C: 3.581 1.532 5.077
C: 3.406 0.315 5.748
C: 2.621 -0.648 5.175
C: 1.988 -0.416 3.935
S: 1.018 -1.580 3.201
H: 3.051 2.666 3.297
H: 4.200 2.314 5.492
H: 3.885 0.140 6.701
H: 2.458 -1.606 5.648
N: -2.276 0.791 -7.046
C: -2.024 0.418 -5.801
C: -1.287 -0.781 -5.552
C: -1.043 -1.167 -4.266
C: -1.520 -0.379 -3.206
C: -2.246 0.808 -3.431
C: -2.496 1.210 -4.707
S: -1.198 -0.889 -1.535
O: -0.826 -2.275 -1.591
O: -2.341 -0.521 -0.753
N: 0.029 0.055 -1.092
C: 1.283 -0.514 -1.319
N: 1.910 -0.844 -0.180
C: 3.146 -1.346 -0.254
C: 3.752 -1.525 -1.476
C: 3.010 -1.177 -2.599
N: 1.783 -0.668 -2.534
H: -1.961 0.242 -7.834
H: -2.802 1.630 -7.248
H: -0.942 -1.374 -6.389
H: -0.503 -2.076 -4.044
H: -2.609 1.376 -2.586
H: -3.057 2.113 -4.911
H: 3.627 -1.611 0.679
H: 4.750 -1.927 -1.557
H: 3.420 -1.314 -3.594
C: -2.231 -2.040 2.435
C: -2.731 -0.629 2.278
O: -1.631 0.299 2.101
C: -2.168 1.596 1.741
C: -1.072 2.610 1.549
H: -3.082 -2.715 2.514
H: -1.636 -2.160 3.341
H: -1.656 -2.359 1.558
H: -3.288 -0.305 3.160
H: -3.377 -0.551 1.402
H: -2.842 1.899 2.546
H: -2.754 1.466 0.829
H: -0.472 2.718 2.451
H: -1.522 3.578 1.327
H: -0.423 2.344 0.712

=====

Question: What is the formula in the fifth record?
Answer: C19H23N3O4S2